(1)
This record from the Open Molecules 2025 dataset describes a structure of composition C28H28LiNO4 at a distorted geometry. The level of theory is wB97M-V/def2-TZVPD.

CARTESIAN COORDINATES (ANGSTROEM)
1 C 3.6128 -2.1617 2.5180
2 C 3.8587 -1.5474 3.8813
3 C 5.0577 -2.1943 4.5857
4 O 4.1834 -0.1389 3.7973
5 C 3.1580 0.7424 3.5986
6 O 3.4040 1.9289 3.5864
7 C 1.7954 0.1827 3.5004
8 C 0.7545 0.9625 3.0512
9 C -0.5845 0.4197 2.9394
10 C -0.8358 -0.9666 2.7266
11 C -2.0846 -1.5277 2.9548
12 C -3.1652 -0.6852 3.3498
13 N -4.3889 -1.2194 3.6439
14 C -4.7284 -2.5756 3.2677
15 C -3.5675 -3.5141 3.5243
16 C -2.2864 -3.0101 2.8568
17 C -5.5428 -0.3700 3.8449
18 C -5.1742 0.8689 4.6357
19 C -4.0332 1.6178 3.9542
20 C -2.9441 0.7177 3.4692
21 C -1.7023 1.2517 3.1676
22 C 1.6126 -0.9288 4.4847
23 O 0.6103 -1.1314 5.1360
24 O 2.7195 -1.7026 4.7463
25 H 2.7894 -1.6705 1.9873
26 H 4.5316 -2.0701 1.9265
27 H 3.3851 -3.2273 2.6518
28 H 5.2387 -1.6742 5.5336
29 H 4.8644 -3.2553 4.7755
30 H 5.9477 -2.0948 3.9550
31 H 0.8989 2.0406 3.0348
32 H -0.0175 -1.6145 2.3994
33 H -5.6040 -2.8610 3.8614
34 H -5.0301 -2.6227 2.2042
35 H -3.4101 -3.6149 4.6036
36 H -3.8307 -4.5020 3.1410
37 H -2.3103 -3.3150 1.7998
38 H -1.4260 -3.5218 3.3052
39 H -5.9851 -0.0813 2.8733
40 H -6.2891 -0.9673 4.3785
41 H -6.0494 1.5165 4.7169
42 H -4.8756 0.5822 5.6500
43 H -4.4376 2.1940 3.1084
44 H -3.6050 2.3484 4.6517
45 H -1.5535 2.3348 3.2079
46 C 3.1015 4.7683 0.4307
47 Li -0.9954 3.8104 -2.2834
48 C 3.0804 3.5005 1.0683
49 C 1.8096 2.8966 0.8400
50 C 1.0138 3.8087 0.0723
51 C 1.8544 4.9342 -0.2763
52 C 1.2980 5.9509 -1.0519
53 C -0.0793 5.9557 -1.2861
54 C -0.9307 5.1122 -0.5387
55 C -0.3778 3.8809 -0.1168
56 H 3.9022 5.4993 0.4576
57 H 3.8731 3.1110 1.6972
58 H 1.5083 1.8836 1.0828
59 H 1.9470 6.7549 -1.4051
60 H -0.5059 6.7239 -1.9329
61 H -1.9878 5.3688 -0.3855
62 H -0.9945 3.0894 0.2970

Summary:
**LUMO energy**: -1.170 eV
**Charge**: 0
**Gap between HOMO and LUMO**: 0.1732 Eh

***

(2)
This record from the Open Molecules 2025 dataset describes a cluster of 2 separate species, C28H28N3O in total at a distorted geometry. The level of theory is wB97M-V/def2-TZVPD.

CARTESIAN COORDINATES (ANGSTROEM)
1 C 5.6429 3.1644 -2.4760
2 N 4.2501 3.5707 -2.3729
3 C 4.0524 4.9644 -2.0207
4 C 3.2665 2.6541 -2.0944
5 C 2.2336 2.9811 -1.1816
6 C 1.2593 2.0605 -0.8714
7 C 1.1725 0.8298 -1.5604
8 C 0.0487 -0.0313 -1.3992
9 C -1.2551 0.4260 -1.2228
10 C -2.4415 -0.4032 -1.4212
11 C -2.6204 -1.6933 -1.8931
12 C -3.9313 -2.2062 -1.9118
13 C -5.0220 -1.4706 -1.4160
14 C -4.8459 -0.1778 -0.8956
15 C -3.5534 0.3259 -0.9469
16 N -3.0828 1.5533 -0.4748
17 C -3.9047 2.5596 0.1701
18 C -1.7466 1.6600 -0.7014
19 C 2.2295 0.4966 -2.4746
20 C 3.2560 1.3810 -2.7338
21 H 5.7337 2.1146 -2.7933
22 H 6.1327 3.8123 -3.2178
23 H 6.1733 3.2945 -1.5072
24 H 3.0227 5.2598 -2.2542
25 H 4.2454 5.1489 -0.9516
26 H 4.7475 5.5635 -2.6150
27 H 2.2469 3.9437 -0.6693
28 H 0.5514 2.3091 -0.0856
29 H 0.1938 -1.0951 -1.5753
30 H -1.7592 -2.2643 -2.2513
31 H -4.1020 -3.2030 -2.3179
32 H -6.0166 -1.9139 -1.4221
33 H -5.6641 0.4090 -0.4789
34 H -4.8923 2.1293 0.3584
35 H -3.4483 2.8584 1.1236
36 H -4.0021 3.4527 -0.4627
37 H -1.2473 2.6035 -0.5006
38 H 2.2022 -0.4691 -2.9913
39 H 4.0575 1.1154 -3.4320
40 C -0.4332 -6.0153 4.1717
41 O -0.6404 -5.6372 2.7917
42 C -0.3671 -4.3598 2.4253
43 C 0.1313 -3.3799 3.3091
44 C 0.1574 -2.0196 2.9290
45 C -0.2136 -1.6485 1.5827
46 C -0.5233 -2.6918 0.6662
47 C -0.6419 -3.9990 1.0660
48 N -0.2664 -0.3492 1.2159
49 C -0.0893 0.6201 2.1025
50 C 0.3463 0.3463 3.4201
51 C 0.5195 -0.9715 3.8028
52 H -0.7513 -7.0579 4.2122
53 H 0.6275 -5.9208 4.4427
54 H -1.0389 -5.3974 4.8496
55 H 0.4558 -3.6376 4.3240
56 H -0.6927 -2.4225 -0.3735
57 H -0.9394 -4.7713 0.3567
58 H -0.2826 1.6553 1.7951
59 H 0.5478 1.1902 4.0732
60 H 0.9113 -1.2469 4.7795

Summary:
**ΔE to the lowest compared entry with this formula, charge and spin**: 0.00 kcal/mol
**LUMO energy**: -4.218 eV
**Charge**: +1
**Gap between HOMO and LUMO**: 0.2239 Eh